102
Properties=species:S:1:pos:R:3:forces:R:3 method="wB97M-V/def2-TZVPD" e_homo_ev=-11.6 gap_ev=9.90 charge=+1 e_above_lowest_kcal_mol=29.5
C 5.3652 -1.0804 -5.3988 -1.54 -1.48 0.10
C 4.2298 -0.6664 -4.3895 1.22 1.82 1.47
C 4.4092 -1.1973 -2.8980 1.09 0.32 -2.47
O 5.6167 -0.7113 -2.3711 -0.85 1.45 1.36
C 6.9075 -1.0167 -2.7934 0.12 -2.42 0.89
N 4.0827 0.8502 -4.3139 0.90 0.14 1.10
H 4.7911 1.2023 -3.6212 -0.84 -0.42 -0.98
H 4.2422 1.3726 -5.1884 0.13 -0.85 0.37
H 2.5105 2.1510 -4.1121 0.11 0.59 -0.84
H 6.3219 -0.5702 -5.4040 -0.14 0.31 0.64
H 4.9221 -0.8949 -6.3695 0.05 0.01 -0.43
H 5.5582 -2.1903 -5.3700 -0.17 1.02 0.09
H 3.2460 -0.9755 -4.6490 -0.59 -0.81 -0.93
H 4.4289 -2.2802 -2.9595 0.02 -0.49 -0.01
H 3.5765 -0.9181 -2.2375 0.41 0.31 -0.23
H 7.4315 -0.3099 -3.3672 0.07 1.45 -1.04
H 6.9626 -1.9721 -3.3350 -0.09 0.08 0.12
H 7.4998 -1.1260 -1.8809 0.00 -0.13 -0.01
C -3.3447 -5.3258 0.1297 -0.15 -2.00 1.24
C -2.7853 -3.9467 0.2095 -1.01 -0.10 -0.17
C -2.6973 -3.3162 -1.1128 0.52 1.87 -1.12
O -3.8437 -3.5982 -1.9289 0.29 0.64 0.01
C -3.8299 -2.8245 -3.1425 1.87 0.62 0.44
N -3.6153 -3.1131 1.1529 -0.68 -0.55 0.72
H -4.6075 -3.1962 0.8846 0.35 0.00 0.28
H -3.4662 -3.5631 2.0820 -0.41 0.78 -0.63
H -3.4015 -2.0587 1.2304 0.47 -0.34 -0.10
H -3.5218 -5.6615 1.1824 -0.35 0.07 -0.73
H -2.6458 -6.1269 -0.2261 -0.28 1.12 -0.08
H -4.2500 -5.3861 -0.4797 0.06 0.00 0.30
H -1.8418 -3.9689 0.6796 0.86 0.13 0.13
H -1.7769 -3.7734 -1.5627 -0.59 0.74 -0.11
H -2.5832 -2.1717 -0.9315 0.12 -1.78 -0.74
H -4.0745 -3.4224 -4.0152 -0.03 -0.20 0.17
H -2.8102 -2.3673 -3.2444 -0.53 -0.76 -0.36
H -4.4275 -1.9256 -3.1181 -0.90 -0.01 0.41
C 2.3629 0.7841 4.5743 -0.57 1.10 0.33
C 1.0699 1.5008 4.9497 -0.86 2.25 -0.21
C 1.1003 2.9810 5.4433 0.53 0.23 0.56
O -0.2649 3.3706 5.7353 1.52 -1.11 -0.49
C -0.6064 4.6553 5.2585 -0.01 0.91 2.45
N 0.0879 1.6740 3.8357 -0.79 -1.06 -1.43
H -0.8034 2.0741 4.2016 0.82 -0.39 -0.02
H 0.3882 2.3677 3.1286 0.07 -0.45 0.21
H -0.1867 0.7741 3.2785 0.03 1.07 0.27
H 3.0534 0.9181 5.4254 -0.09 -0.30 -0.60
H 2.7861 1.1020 3.6214 0.13 0.40 0.19
H 2.0795 -0.2322 4.4308 0.17 -1.04 0.13
H 0.5072 0.9389 5.6705 -0.02 -0.41 0.60
H 1.5361 3.6295 4.6624 -0.33 -0.24 -0.09
H 1.7657 3.1685 6.3129 -0.55 -0.44 -0.15
H 0.0332 5.4011 5.7755 0.02 -0.17 -0.74
H -1.5683 4.8289 5.7251 -0.47 0.12 -0.41
H -0.6420 4.7732 4.2007 0.15 -0.04 -0.88
C -5.9524 2.4690 -0.5880 0.22 -0.66 -0.59
C -5.0015 1.2967 -0.7502 -1.01 0.93 0.26
O -5.2856 0.1477 -0.8227 -0.62 -0.55 -0.22
N -3.5766 1.5644 -0.7604 2.22 -1.08 0.70
H -3.2272 2.1650 0.0205 -0.30 0.14 -0.49
H -3.1730 0.6163 -0.5263 -0.10 0.84 -0.17
C -2.9630 2.0221 -2.0482 -0.10 0.33 -1.61
H -6.0270 2.6913 0.4734 -0.13 -0.09 0.20
H -6.9188 2.1272 -0.9970 0.39 0.42 0.33
H -5.5900 3.3876 -1.0609 -0.04 -0.28 -0.08
H -1.8573 2.0021 -1.9400 -0.78 0.30 0.12
H -3.3508 3.0521 -2.2942 0.65 -1.18 0.34
H -3.2135 1.3104 -2.9030 0.04 0.78 1.36
C 1.3748 -2.9565 0.6390 -0.74 1.36 0.93
C 0.4507 -3.7635 1.5351 0.03 0.64 0.10
O -0.6452 -3.3121 1.8981 1.15 -0.83 0.05
N 0.9717 -4.9429 1.9599 0.92 -0.06 -0.16
H 1.9593 -5.1652 1.7611 -1.09 0.57 -0.15
H 3.9987 1.7801 0.5914 1.18 0.71 -0.55
C 0.4120 -5.7572 3.0133 -2.30 0.88 -0.19
H 2.2109 -3.4803 0.3057 1.49 -1.20 -0.36
H 1.7559 -2.1234 1.2801 -0.44 -0.38 -0.63
H 0.9291 -2.5524 -0.2727 -0.48 0.09 0.43
H -0.5827 -6.1597 2.7343 0.37 0.33 -0.12
H 0.2126 -5.1671 3.9258 0.56 -0.44 -0.18
H 1.0137 -6.6151 3.1087 0.93 -0.79 0.68
As -1.5463 4.4994 0.8288 2.05 -2.20 0.28
F -2.5664 4.7485 2.1616 -0.39 -0.24 0.85
F -1.5939 2.7067 1.1956 0.24 1.17 -0.12
F -0.5249 4.1600 -0.5601 -0.09 0.05 0.65
F -1.6317 6.1173 0.4850 0.24 1.81 -0.60
F -0.0682 4.7356 1.8530 -1.32 -0.67 -0.77
F -2.9000 4.1742 -0.2053 -0.80 -0.08 -0.20
O 2.7993 2.7230 -1.1672 -3.83 -0.93 0.99
C 2.2254 1.8285 -0.2268 2.63 0.89 0.23
O 1.1231 1.4003 -0.2031 -0.40 0.06 -0.44
O 3.1193 1.4942 0.7609 -1.92 -0.40 -0.58
H 1.9135 3.0602 -1.5752 2.23 -0.52 0.52
O -0.0699 3.9117 -3.9764 1.78 -1.84 0.19
C 0.7742 2.7776 -3.8438 0.17 2.55 -0.76
O 0.4465 1.8289 -3.1950 0.00 0.12 -0.43
O 2.0048 2.9513 -4.4735 -1.87 -1.26 1.93
H 0.4782 4.6998 -4.1435 -0.14 -0.43 -0.20
O -1.3199 -0.2493 -0.0398 -0.70 -0.48 -1.21
C -1.7256 -0.2586 1.2459 1.87 0.79 2.97
O -2.9442 -0.4787 1.4780 0.30 -0.25 -1.02
O -0.8287 0.0007 2.1145 -1.23 -0.90 -1.41
H -0.3675 -0.0980 -0.1567 -0.10 0.43 0.61